Formula: C49H44AsBr2IrN6O2P
Source: the OMol25 dataset
Level of theory: ωB97M-V/def2-TZVPD

Results
**Net charge**: +2
**Maximum force**: 1.47 eV/A
**Energy relative to the best compared isomer or geometry (same formula, charge and spin)**: 70.1 kcal/mol
**Calculated total energy**: -277597.223 eV
**Multiplicity**: 2
**HOMO (spin up / spin down)**: -12.12 / -12.12 eV
**<S²>**: 0.782
**M**: 1206.9 g mol⁻¹

Cartesian coordinates (Å):
Ir 0.061 -1.045 -0.129
C -2.696 -0.631 1.987
C -2.294 0.667 1.359
C -3.094 1.809 1.547
C -2.711 3.020 1.041
C -1.514 3.106 0.309
C -0.961 4.322 -0.234
Br -1.857 5.926 -0.016
C 0.255 4.334 -0.903
C 0.945 3.158 -1.119
Br 2.586 3.163 -1.973
C 0.412 1.898 -0.670
O 0.969 0.804 -0.915
C -0.806 1.925 0.122
N -1.173 0.736 0.642
H -3.521 -1.077 1.425
H -3.041 -0.465 3.007
H -1.865 -1.334 1.995
H -4.009 1.716 2.117
H -3.309 3.907 1.204
H 0.664 5.268 -1.263
C 0.988 -2.911 -2.234
C 0.620 -2.675 -0.821
O 1.002 -3.527 0.097
H 2.072 -3.025 -2.324
H 0.642 -2.092 -2.860
H 0.541 -3.844 -2.600
C 3.430 0.271 0.372
C 4.733 0.274 1.157
As 5.963 1.656 0.455
C 5.228 3.159 1.448
C 4.927 4.323 0.749
C 4.372 5.417 1.407
C 4.113 5.348 2.767
C 4.420 4.190 3.475
C 4.979 3.103 2.820
C 7.468 1.193 1.609
C 8.148 2.186 2.310
C 9.180 1.854 3.178
C 9.558 0.529 3.337
C 8.916 -0.462 2.609
C 7.887 -0.128 1.737
P 2.357 -1.177 0.631
C 3.262 -2.578 0.016
C 2.564 -3.872 0.182
C 2.992 -4.951 -0.704
C 4.083 -4.813 -1.499
C 4.804 -3.592 -1.538
C 4.355 -2.489 -0.841
C 2.302 -1.429 2.425
C 1.212 -0.944 3.151
C 1.235 -0.955 4.539
C 2.347 -1.445 5.208
C 3.412 -1.980 4.493
C 3.389 -1.980 3.108
H 3.595 0.339 -0.707
H 2.825 1.137 0.643
H 5.266 -0.674 1.101
H 4.548 0.479 2.210
H 5.134 4.381 -0.313
H 4.147 6.322 0.855
H 3.687 6.200 3.282
H 4.231 4.140 4.540
H 5.242 2.218 3.388
H 7.867 3.225 2.188
H 9.689 2.634 3.731
H 10.367 0.271 4.009
H 9.222 -1.496 2.713
H 7.427 -0.913 1.146
H 2.587 -4.204 1.222
H 2.427 -5.874 -0.670
H 4.402 -5.633 -2.129
H 5.673 -3.506 -2.176
H 4.856 -1.540 -0.991
H 0.352 -0.556 2.620
H 0.386 -0.584 5.099
H 2.382 -1.420 6.289
H 4.262 -2.399 5.017
H 4.216 -2.414 2.559
C -2.425 -3.709 0.185
C -2.585 -2.649 -0.848
N -1.863 -1.542 -0.972
C -2.395 -0.814 -2.025
C -3.444 -1.494 -2.537
N -3.559 -2.645 -1.787
C -4.564 -3.693 -2.014
N -5.310 -3.978 -0.835
N -5.144 -5.179 -0.199
N -5.883 -5.207 0.837
C -6.573 -4.002 0.920
C -7.493 -3.549 1.870
C -8.013 -2.289 1.686
C -7.631 -1.486 0.589
C -6.720 -1.918 -0.350
C -6.208 -3.207 -0.155
H -1.443 -3.638 0.643
H -2.554 -4.705 -0.236
H -3.175 -3.593 0.971
H -1.990 0.139 -2.323
H -4.115 -1.268 -3.349
H -4.090 -4.622 -2.324
H -5.216 -3.340 -2.811
H -7.780 -4.174 2.706
H -8.736 -1.900 2.390
H -8.071 -0.502 0.485
H -6.431 -1.299 -1.189

Löwdin population analysis, charges in e, atoms 1 to 4: 1.133, -0.015, -0.274, 0.030

Formula: C49H45AsCl3GeN2O6P2S3Ti
Source: the OMol25 dataset
Level of theory: ωB97M-V/def2-TZVPD

Results
**Net charge**: +2
**Maximum force**: 4.39 eV/A
**Energy relative to the best compared isomer or geometry (same formula, charge and spin)**: 66.2 kcal/mol
**Calculated total energy**: -295917.376 eV
**Multiplicity**: 2
**HOMO (spin up / spin down)**: -12.24 / -12.20 eV
**<S²>**: 0.766
**M**: 1217.8 g mol⁻¹

Cartesian coordinates (Å):
Ti 0.275 -21.318 -9.101
S 1.759 -23.148 -8.833
C 3.206 -22.364 -8.324
N 4.043 -22.943 -7.530
C 5.185 -22.242 -6.998
C 5.811 -21.349 -8.050
N 4.761 -20.571 -8.839
C 5.319 -19.468 -9.530
C 5.640 -18.251 -8.650
C 5.016 -18.116 -7.391
C 5.369 -17.111 -6.523
C 6.379 -16.190 -6.971
C 7.087 -16.427 -8.155
C 6.711 -17.426 -9.015
C 3.491 -20.956 -8.922
S 2.336 -20.066 -9.742
C 3.761 -24.156 -6.825
C 4.799 -25.243 -7.210
C 5.527 -24.977 -8.357
C 6.325 -25.954 -8.918
C 6.351 -27.171 -8.257
C 5.603 -27.382 -7.127
C 4.797 -26.441 -6.583
H 5.901 -23.042 -6.648
H 4.725 -21.669 -6.150
H 6.400 -21.898 -8.817
H 6.530 -20.552 -7.665
H 4.679 -19.237 -10.398
H 6.170 -19.828 -10.000
H 4.197 -18.784 -7.255
H 4.870 -16.971 -5.476
H 6.670 -15.326 -6.398
H 7.820 -15.686 -8.426
H 7.387 -17.595 -9.862
H 2.787 -24.582 -7.031
H 3.798 -23.884 -5.755
H 5.368 -24.025 -8.953
H 6.714 -25.910 -9.910
H 7.019 -27.941 -8.669
H 5.593 -28.399 -6.652
H 4.207 -26.579 -5.700
O -1.773 -22.665 -12.780
As -0.427 -23.186 -11.832
O 0.964 -23.346 -12.639
O -0.107 -21.738 -10.733
C -0.759 -24.725 -10.784
C -0.127 -25.917 -11.073
C -0.285 -27.014 -10.216
C -1.106 -26.950 -9.157
C -1.745 -25.754 -8.823
C -1.591 -24.622 -9.576
S -2.424 -23.138 -9.135
O -2.811 -22.395 -10.282
O -3.399 -23.403 -8.089
O -1.251 -22.358 -8.409
H -2.427 -22.384 -12.081
H 0.539 -25.966 -11.968
H 0.209 -27.883 -10.541
H -1.168 -27.772 -8.434
H -2.378 -25.803 -7.923
C 1.039 -17.742 -13.733
P 1.967 -17.826 -12.159
C 1.084 -16.549 -11.333
C -0.317 -16.679 -11.175
C -0.863 -15.916 -10.161
C -0.274 -14.803 -9.588
C 1.075 -14.633 -9.802
C 1.747 -15.535 -10.613
C 3.533 -17.180 -12.715
C 4.560 -18.106 -12.911
C 5.720 -17.774 -13.622
C 5.796 -16.536 -14.181
C 4.919 -15.534 -13.784
C 3.722 -15.868 -13.108
P 0.722 -19.532 -14.347
C 2.432 -19.893 -15.047
C 3.279 -20.756 -14.458
C 4.589 -21.036 -14.834
C 5.136 -20.427 -15.906
C 4.206 -19.622 -16.657
C 2.910 -19.388 -16.328
C -0.086 -19.484 -15.976
C -0.502 -18.328 -16.673
C -1.027 -18.496 -17.963
C -1.185 -19.714 -18.543
C -0.701 -20.842 -17.899
C -0.162 -20.735 -16.614
H 1.578 -17.243 -14.530
H 0.038 -17.303 -13.563
H -0.782 -17.497 -11.652
H -1.923 -16.086 -10.072
H -0.832 -14.062 -9.035
H 1.504 -13.749 -9.457
H 2.854 -15.455 -10.633
H 4.513 -19.227 -12.657
H 6.426 -18.577 -13.800
H 6.688 -16.333 -14.751
H 5.113 -14.540 -14.022
H 2.934 -15.162 -12.959
H 3.024 -21.233 -13.508
H 5.080 -21.792 -14.213
H 6.140 -20.597 -16.151
H 4.608 -19.230 -17.594
H 2.268 -18.758 -16.894
H -0.372 -17.381 -16.190
H -1.299 -17.625 -18.567
H -1.632 -19.845 -19.515
H -0.798 -21.790 -18.366
H 0.018 -21.650 -16.047
Cl -0.702 -19.148 -8.901
Ge -0.386 -18.833 -6.518
Cl 1.572 -17.744 -6.624
Cl 1.001 -20.785 -6.655

Löwdin population analysis, charges in e, atoms 1 to 4: 0.267, 0.810, -0.569, -0.151